No. 1
Below is a 6-piece molecular cluster, C29H52F3IN3O22P2S5 overall, with properties calculated with ωB97M-V/def2-TZVPD.

Structure (ORCA input):
```
! wB97M-V def2-TZVPD RIJCOSX def2/J DEFGRID3
* xyz 1 1
I 2.67129 4.14961 -1.19348
S 1.29103 -6.70065 1.38227
S -7.78252 4.71826 2.36066
S 4.44882 -3.38576 -0.74373
S 8.85759 -3.52123 3.00005
S -5.29840 0.79149 -1.42229
P -2.13402 3.73877 -2.46037
P -1.20516 -0.28875 -1.61937
F -2.06788 1.18019 3.76332
F -0.34304 1.30318 5.10143
F -0.30186 -0.08273 3.40079
O -0.35012 3.51008 3.46782
O 1.34236 -7.28847 2.67034
O -0.15445 -6.88177 0.74417
O 4.66937 -3.44965 0.82380
O -4.80290 2.00262 -0.50741
O 5.06507 -4.78747 -1.10854
O -4.89620 -0.41825 -0.79666
O -6.77004 5.88706 2.72127
O 3.05582 -3.39631 -1.03766
O 5.25121 -2.33216 -1.26610
O 7.83072 -4.23140 2.31523
O -6.84353 1.02689 -1.26897
O 2.26085 -7.01821 0.39471
O -4.91995 1.05602 -2.76878
O -8.02245 4.70740 0.95792
O 10.07034 -3.21645 2.33955
O -0.47080 3.29808 -0.60273
O 1.22869 -5.11560 1.55772
O -9.05118 5.31669 3.08469
O -7.33895 3.52870 2.99766
O 9.13300 -4.26922 4.37371
O 8.26375 -2.18246 3.62387
N -1.17827 4.69545 -3.24450
N 0.89791 1.29419 -1.61354
N -0.12329 -1.38050 -1.90087
C -0.72913 2.14088 1.51362
C -5.90719 2.91673 -0.28078
C -7.12033 2.01132 -0.23978
C -1.29302 2.47877 -1.39958
C -0.70649 1.14673 3.81206
C -2.53759 0.51868 -4.76964
C 0.23087 2.62814 0.43150
C -0.35087 -2.79732 -6.41077
C 7.92837 -2.38859 5.00734
C 1.25206 1.61690 -0.17045
C -2.48258 -1.49179 -6.08072
C 1.37311 0.31251 0.61694
C 5.83038 -5.30308 0.01000
C -0.11445 2.23417 2.92137
C 5.07800 -4.78344 1.21292
C -7.47287 7.00691 3.30092
C -0.90423 -5.65867 0.82693
C -1.17848 0.38641 -4.50364
C -3.18443 -0.42247 -5.54848
C 2.67827 2.23180 -0.21269
C -1.12332 -1.64278 -5.84158
C -0.48988 -0.68546 -5.05590
C -0.52143 1.34493 -2.11420
C 0.15661 -4.57482 0.76809
C -0.41202 1.39537 -3.67071
C 4.56003 0.49500 0.18851
C 8.97768 -3.37209 5.48672
C 3.75779 1.32938 -0.83173
C -8.65721 6.36390 3.99574
H 0.41766 -0.17066 0.79352
H -0.16675 -3.63548 1.20614
H 5.62348 0.60648 -0.00248
H -6.80786 7.52878 3.98142
H 9.93432 -2.88712 5.68258
H -3.01283 3.03690 -3.28913
H -0.19649 4.53858 -3.05521
H -8.37950 5.91215 4.94825
H 3.34730 0.66327 -1.59154
H -2.49022 -0.35896 -2.15952
H 0.63604 1.20391 -3.91457
H -5.74036 3.45452 0.64343
H 4.17877 -5.36574 1.40262
H 4.32075 -0.54920 0.03113
H -1.60290 -5.61770 -0.00317
H 2.94923 2.41433 0.82453
H 1.23372 0.34023 -1.83754
H -0.40479 -2.11344 -2.53691
H -9.49325 7.04078 4.13650
H 0.96509 2.09047 2.88824
H 0.15231 -2.52561 -7.33566
H -4.23862 -0.30226 -5.74831
H 7.96471 -1.43545 5.52519
H -1.56224 2.84321 1.51234
H -7.21604 1.49996 0.71761
H 6.92231 -2.80688 5.06805
H 4.45530 1.97099 -1.36257
H -3.11161 1.33985 -4.38057
H 8.66552 -3.93984 6.35762
H -1.44936 -5.64583 1.77173
H -2.06096 2.02344 -0.75280
H -2.96783 4.39848 -1.54552
H -5.95413 3.61942 -1.11365
H 5.68952 -4.73683 2.10406
H -7.78353 7.67547 2.49808
H -1.11114 3.49537 4.05677
H 2.00584 -0.40150 0.09437
H 0.39372 -3.14518 -5.69584
H -1.15122 1.15626 1.33166
H 0.84018 3.40898 0.88757
H -0.61387 2.40961 -4.01544
H 1.43925 1.94517 -2.19670
H 4.35758 0.78544 1.21657
H -8.04202 2.52824 -0.47699
H 6.84303 -4.90478 -0.03829
H -1.01378 -3.63930 -6.59947
H 5.85292 -6.38619 -0.04566
H 0.57158 -0.79740 -4.86670
H 1.82289 0.50716 1.58795
H -1.45277 -0.15266 -0.24756
H -2.99999 -2.21308 -6.69813
H 0.52067 -4.40206 -0.24597
*
```

Calculated values
Orbital gap (eV): 9.2
E_HOMO (eV): -11.2

=====

No. 2
Below is C3H4N2OS as an isolated structure, with properties calculated with ωB97M-V/def2-TZVPD.

Structure (ORCA input):
```
! wB97M-V def2-TZVPD RIJCOSX def2/J DEFGRID3
* xyz 0 1
S 2.67857 -0.43476 -0.12385
O -1.86402 -1.78106 -0.04989
N -0.75200 1.47760 -0.09933
N -1.60228 0.43950 -0.23661
C -1.10920 -0.81693 -0.04151
C 0.36561 1.00636 0.31511
C 0.42460 -0.44819 0.38775
H 1.19875 1.66695 0.46034
H 0.68248 -0.93727 1.31531
H 2.52964 -0.79238 -1.40350
H -2.55215 0.62019 -0.52382
*
```

Calculated values
Orbital gap (eV): 7.5
E_HOMO (eV): -9.3

=====

No. 3
Below is C39H28ClCoINO4P2SSe2 as an isolated structure, with properties calculated with ωB97M-V/def2-TZVPD.

Structure (ORCA input):
```
! wB97M-V def2-TZVPD RIJCOSX def2/J DEFGRID3
* xyz -1 2
I -3.11046 3.00111 0.87378
Se -0.32702 0.23463 2.75518
Se 0.75384 2.63585 0.27756
Co 0.33148 0.09866 0.19448
Cl -7.28022 -0.72959 0.14592
S 3.03555 -0.11687 -0.35292
P 0.55630 2.16715 2.37887
P 0.66956 -2.21790 0.17805
O 1.94767 -0.06717 -1.35161
O 4.21990 0.62333 -0.68175
O 2.44511 0.10588 0.97473
O -1.55336 0.50968 -0.38514
N -2.47761 -1.88220 -1.34176
C -1.79622 5.52090 4.47526
C 5.08318 -3.59744 -0.19238
C 2.19284 2.28617 3.18719
C -0.26861 4.80064 2.77314
C 4.09066 -4.49233 0.16810
C -0.02991 -4.58900 -1.18199
C -4.27528 -3.39214 -1.79168
C -2.92907 -2.99305 -1.85990
C -5.16396 -2.56636 -1.16542
C -1.25415 -3.49875 1.70672
C 0.06477 -2.56947 -2.48138
C -0.34446 -4.67859 -3.55857
C -1.91532 4.21429 4.91576
C 0.89614 -3.24768 2.75220
C 2.44527 -2.72353 0.11666
C 0.39370 -3.80270 3.91539
C -4.71773 -1.33760 -0.63605
C -5.57448 -0.38730 -0.04166
C 3.00903 3.37325 2.90678
C 2.78288 -4.05806 0.31670
C -0.18430 -3.30219 -3.62743
C -0.27068 -5.32278 -2.33297
C -2.77707 0.22658 -0.28231
C 4.66930 2.53024 4.41804
C -1.21330 3.20043 4.28821
C 3.45800 -1.83781 -0.23230
C -3.33626 -1.03591 -0.74522
C -5.08186 0.81646 0.37045
C 2.62768 1.31587 4.07483
C -3.72593 1.11986 0.23832
C 4.23925 3.49815 3.52236
C -0.38402 3.48902 3.21816
C -0.96924 5.81346 3.39994
C -1.75356 -4.05271 2.87141
C 0.07726 -3.10435 1.63856
C 4.76536 -2.25938 -0.38996
C 3.86336 1.43868 4.68936
C -0.93007 -4.20852 3.97723
C 0.14845 -3.21278 -1.25292
H -2.79191 -4.35142 2.91555
H -1.32166 -4.63514 4.88777
H -2.20341 -3.62630 -2.35069
H -5.74602 1.54514 0.80805
H -1.32934 2.16799 4.60928
H -2.35705 6.30802 4.95624
H 6.10302 -3.93697 -0.31092
H -2.57009 3.97747 5.74075
H -4.58589 -4.32769 -2.22802
H 1.03532 -3.90341 4.77864
H 0.00652 -5.09226 -0.22584
H 2.69316 4.11169 2.17988
H 5.63741 2.62217 4.89103
H 0.18618 -1.49217 -2.53110
H 4.86933 4.34373 3.29308
H -1.90143 -3.35832 0.85251
H 4.19935 0.67311 5.37335
H 4.32966 -5.53558 0.33156
H -0.53584 -5.24640 -4.45718
H 1.99804 0.45857 4.26428
H 2.01854 -4.77340 0.59260
H -0.40951 -6.39331 -2.26929
H -0.88282 6.82629 3.04119
H 1.92531 -2.90973 2.71738
H -0.25700 -2.79397 -4.57944
H 5.51053 -1.52784 -0.65086
H 0.33914 5.02054 1.90622
H -6.21213 -2.82394 -1.08643
*
```

Calculated values
Expectation value of S²: 1.230
Orbital gap (alpha / beta) (eV): 6.8 / 6.8
E_HOMO (alpha / beta) (eV): -4.4 / -4.5

=====

No. 4
Below is C28H37CrN5O4PTe as an isolated structure, with properties calculated with ωB97M-V/def2-TZVPD.

Structure (ORCA input):
```
! wB97M-V def2-TZVPD RIJCOSX def2/J DEFGRID3
* xyz 0 4
Te -1.61410 -4.07488 2.41991
Cr -0.10953 0.14341 0.80189
P 0.00813 -2.51092 1.65947
O 0.12014 -1.07260 2.55610
O -0.04283 1.69403 1.79894
O 1.48502 -2.95003 1.99982
O -0.04719 -1.80862 0.34599
N -2.97306 -0.27847 0.03503
N -2.20455 0.14137 1.02463
N 1.92218 0.22442 0.17659
N -0.55397 0.47769 -1.16023
N 2.40519 0.52785 -1.02555
C -0.19581 3.09801 1.68259
C 1.97141 -4.30176 2.03829
C 0.19633 -0.89652 4.00302
C 3.52736 -0.20645 -1.28536
C 2.34200 3.50721 -5.03181
C 1.60945 1.25292 -2.04000
C -1.35577 -0.56216 -1.71233
C 2.80325 -0.60315 0.71214
C -3.29661 -2.05834 -1.58502
C -1.12174 -1.15633 -2.97771
C -4.22061 0.96815 1.35136
C -0.95117 3.53314 2.88293
C 0.21198 1.18277 -2.05479
C -3.06928 -2.65044 -2.81975
C -3.80542 -3.84510 -3.35483
C -0.41313 1.93915 -3.08660
C 3.84691 -0.87586 -0.13234
C 3.38393 -4.25118 2.51381
C -1.02019 3.35076 0.37642
C -2.56664 -0.99759 -1.10345
C -2.90986 0.90332 1.81584
C 1.32064 -1.63818 4.68769
C 2.26538 1.97549 -2.98453
C 1.61595 2.62401 -4.01369
C 0.23096 2.67185 -4.03107
C -1.89090 -2.23223 -3.42222
C -4.25570 0.23220 0.21001
C 1.11610 3.80760 1.67852
H 1.58557 3.60618 -5.83438
H 2.29896 -1.32129 4.32743
H 4.02376 -5.10736 2.45258
H -1.62537 -2.80013 -4.28767
H -0.81088 -1.11913 4.38384
H 1.83026 3.37296 0.93962
H 0.49235 0.16116 4.11224
H -0.26692 -0.89469 -3.61036
H 3.86898 -3.38916 1.92164
H -1.82214 2.59714 0.20935
H -0.29789 3.45401 -0.43833
H -5.12480 1.36296 1.81169
H 1.31779 -2.70436 4.64682
H -1.46679 1.92400 -3.10592
H 3.47755 -3.84573 3.48576
H 4.02827 -0.21900 -2.22985
H -3.17566 -4.72240 -3.52994
H -0.90609 4.62780 3.12202
H 1.33422 -4.90543 2.70861
H 3.23590 3.20520 -5.50444
H -2.06076 3.24779 2.90489
H 1.89448 -4.70009 1.04775
H -4.16236 -2.48210 -1.01573
H -0.44468 3.14679 3.75220
H 2.58816 -1.00449 1.65409
H 4.62640 -1.71903 0.09186
H 2.57284 4.47023 -4.59339
H -0.32296 3.25329 -4.83137
H -5.04814 -0.01398 -0.41218
H -4.62554 -4.07066 -2.69065
H 1.32019 -1.38946 5.72357
H 3.33611 2.03258 -2.90601
H 1.56932 3.72515 2.65806
H -4.19186 -3.69908 -4.40782
H -1.38235 4.40257 0.38723
H 1.06353 4.84138 1.52186
H -2.49370 1.39183 2.58518
*
```

Calculated values
Expectation value of S²: 3.774
Orbital gap (alpha / beta) (eV): 7.7 / 7.8
E_HOMO (alpha / beta) (eV): -7.1 / -7.2

=====

No. 5
Below is an isolated ion of composition C3H8NO and charge +1, with properties calculated with ωB97M-V/def2-TZVPD.

Structure (ORCA input):
```
! wB97M-V def2-TZVPD RIJCOSX def2/J DEFGRID3
* xyz 1 1
O 1.34429 0.29659 -0.84912
N 0.38980 -0.73885 1.12889
C -0.87381 1.17848 0.13137
C 0.39949 -0.58551 -1.39985
C 0.07751 0.04529 -0.10815
H 0.69187 -1.63179 -1.45940
H -1.62463 0.88836 0.86542
H -1.38495 1.45849 -0.78605
H -0.10785 -0.22222 -2.28862
H -0.33820 2.05326 0.49672
H 1.16803 -1.38940 0.93958
H 0.69148 -0.08842 1.87111
H -0.43304 -1.26430 1.45812
*
```

Calculated values
Orbital gap (eV): 11.8
E_HOMO (eV): -15.7
SMILES: C[C@@]1([NH3+])CO1

=====

No. 6
Below is C5H9CrO3 as an isolated structure, with properties calculated with ωB97M-V/def2-TZVPD.

Structure (ORCA input):
```
! wB97M-V def2-TZVPD RIJCOSX def2/J DEFGRID3
* xyz 1 5
Cr 2.18160 1.43524 0.65756
O 1.49440 -0.20460 1.33965
O 0.55907 1.16078 -0.54386
O -1.17570 -0.12806 -0.58665
C 1.71869 -1.95289 -0.41355
C 0.84621 -1.12623 0.52300
C 0.03687 0.10998 -0.15817
C -2.18620 -0.72346 0.25933
C -3.47136 0.03693 0.05497
H -4.30282 -0.57188 0.43438
H 1.20635 -2.85679 -0.77067
H -3.46034 0.98732 0.60332
H -3.64558 0.23627 -1.01036
H 0.17653 -1.76014 1.13292
H 2.62755 -2.26058 0.12459
H -1.84692 -0.66037 1.30169
H -2.29798 -1.77996 -0.00775
H 1.97963 -1.38899 -1.32011
*
```

Calculated values
Expectation value of S²: 6.038
Orbital gap (alpha / beta) (eV): 8.1 / 8.5
E_HOMO (alpha / beta) (eV): -13.5 / -13.9

=====

No. 7
Below is an isolated ion of composition C7H15N2OS and charge +1, with properties calculated with ωB97M-V/def2-TZVPD.

Structure (ORCA input):
```
! wB97M-V def2-TZVPD RIJCOSX def2/J DEFGRID3
* xyz 1 3
S 1.95853 -1.75506 -0.82887
O 0.66939 1.96610 2.33074
N 0.22891 1.75673 0.12874
N -0.86620 -0.34464 0.24718
C 0.26253 -1.88893 -1.41633
C 0.75086 2.68721 1.12877
C -0.74898 -0.78513 -1.13779
C -0.11744 0.84647 2.19923
C -1.35860 -1.34094 1.19530
C -0.33861 0.74536 0.72107
C 0.41926 2.15721 -1.28854
H -0.51964 2.41908 -1.82242
H 0.25351 3.71408 1.12496
H -1.14137 0.81606 2.65306
H -2.48040 -1.38029 1.18846
H 1.12660 1.44242 -1.86768
H 2.56377 -1.15902 -1.88228
H -1.16340 -1.00724 2.16133
H 0.50321 0.00325 2.41094
H -0.12092 -2.67824 -0.79966
H 1.79264 2.94339 0.98311
H 1.20914 2.96166 -1.21685
H -0.98840 -2.35723 0.98372
H -1.79210 -1.05633 -1.39533
H 0.15408 -2.04883 -2.44059
H -0.55047 0.12335 -1.77957
*
```

Calculated values
Expectation value of S²: 2.007
Orbital gap (alpha / beta) (eV): 6.4 / 5.6
E_HOMO (alpha / beta) (eV): -9.0 / -13.0

=====

No. 8
Below is C29H38BeN4O3PS as an isolated structure, with properties calculated with ωB97M-V/def2-TZVPD.

Structure (ORCA input):
```
! wB97M-V def2-TZVPD RIJCOSX def2/J DEFGRID3
* xyz 1 1
S -1.87160 -0.01120 -0.71970
P 0.20050 2.50550 1.18140
O 3.21500 0.68510 -0.17190
O 1.20430 1.16470 -0.98210
O 2.27840 -1.32300 4.89600
N -3.04700 2.04560 -1.91490
N 0.67670 -0.67330 0.78360
N 3.82590 -0.07160 3.80910
N -2.50100 0.28020 -3.27670
C -0.17420 4.16480 0.53460
C -6.07750 3.28350 -1.53910
C 2.03200 -2.62220 0.58450
C 2.20940 -1.24660 2.51820
C 0.93910 2.78460 3.94200
C -4.57830 -1.96320 -3.92820
C 1.23150 -0.44060 1.96750
C -1.36120 2.32590 3.38510
C -2.18350 -1.10880 -3.54300
C 1.99790 2.45470 0.85730
C -0.33870 5.54850 -1.42290
C -5.29780 4.14750 -0.55300
C -1.68270 2.23340 4.72540
C -0.59420 6.64820 -0.61510
C -0.68540 2.39060 5.67470
C -2.49280 0.85290 -2.08360
C -3.78250 4.09340 -0.75820
C 2.62360 -2.36660 1.80990
C 2.76750 -0.90730 3.87660
C -0.12740 4.30950 -0.85190
C -5.29520 -0.69260 -3.47740
C -0.05250 2.59800 2.98310
C 2.20410 1.34110 -0.17880
C 0.61380 2.67230 5.28380
C -3.20430 2.68680 -0.62320
C -3.18470 -1.72570 -4.51720
C 1.07340 -1.74820 0.10420
C -0.65130 6.50000 0.76190
C -0.44510 5.25990 1.34480
Be 0.01240 0.68310 -0.13710
H -5.62130 5.18500 -0.65740
H -6.35350 -0.89460 -3.33560
H 1.38760 2.78370 6.02730
H -7.14430 3.39030 -1.35770
H 2.58750 2.24770 1.75170
H -2.22120 2.73710 -0.14490
H -0.84890 7.35590 1.38920
H -4.49900 -2.65120 -3.08430
H 4.31350 0.15140 4.66190
H -3.50520 2.50420 -2.69330
H -0.92550 2.28910 6.72110
H -0.74630 7.61950 -1.06150
H -2.12020 2.17150 2.62710
H -5.20130 0.09050 -4.22890
H -5.18540 -2.44980 -4.69390
H 0.08710 3.44330 -1.46650
H -0.29500 5.65950 -2.49600
H -0.48260 5.14380 2.41930
H -5.83230 2.22810 -1.42910
H -5.88000 3.59790 -2.56360
H -3.26350 -1.09110 -5.40370
H 4.26720 0.16020 2.93500
H -3.51730 4.50460 -1.73500
H -3.84860 2.06210 0.00710
H -2.78220 -2.68800 -4.83910
H 2.34310 3.40010 0.42920
H -4.90080 -0.33610 -2.52940
H -2.89390 0.78510 -4.06200
H -2.69910 2.02180 5.02540
H 3.38920 -3.00920 2.21550
H 0.88660 0.42880 2.50890
H 2.32030 -3.47780 -0.00280
H -3.31450 4.73640 -0.01240
H 0.59920 -1.89830 -0.85300
H -5.52920 3.83380 0.46770
H 1.95590 3.02250 3.66270
H -2.20270 -1.63830 -2.58930
H -1.17430 -1.17450 -3.96160
*
```

Calculated values
Orbital gap (eV): 9.2
E_HOMO (eV): -11.5